{"formula": "C2H2ClNO2", "method": "ωB97M-V with the def2-TZVPD basis set", "species": ["C", "C", "N", "O", "O", "Cl", "H", "H"], "xyz": [[1.021, -0.140, -0.450], [-0.398, 0.205, -0.139], [-0.488, 0.574, 1.283], [1.902, 0.538, -0.922], [-1.611, 0.343, 1.751], [1.314, -1.937, -0.382], [-0.700, 0.989, -0.780], [-1.041, -0.571, -0.360]], "e_homo_ev": [-10.38, -10.38], "e_above_lowest_kj_mol": 255.0, "e_tot_ev": -20210.9692, "smiles": "O=NCC(=O)Cl", "lumo_ev": [-1.2, -1.2]}

=====

{"formula": "C2H6IN", "method": "ωB97M-V with the def2-TZVPD basis set", "species": ["C", "C", "N", "I", "H", "H", "H", "H", "H", "H"], "xyz": [[0.610, -1.631, -0.054], [-0.018, 1.429, 0.057], [-0.673, 0.373, -0.660], [-2.485, -0.162, 0.069], [1.271, -1.513, -0.888], [0.938, -1.310, 0.913], [-0.171, -2.358, -0.132], [0.594, 1.964, -0.675], [-0.712, 2.133, 0.520], [0.647, 1.074, 0.849]], "s_squared": 2.011, "e_homo_ev": [-7.67, -9.36], "e_above_lowest_kj_mol": 119.5, "e_tot_ev": -11757.1316, "lumo_ev": [0.1, -1.3], "spin_multiplicity": 3}

=====

{"formula": "C38H68N2O17", "method": "ωB97M-V with the def2-TZVPD basis set", "species": ["C", "C", "C", "O", "C", "O", "O", "H", "H", "H", "H", "H", "H", "C", "C", "C", "O", "C", "O", "O", "H", "H", "H", "H", "H", "H", "C", "C", "C", "O", "C", "O", "O", "H", "H", "H", "H", "H", "H", "C", "C", "C", "O", "C", "O", "O", "H", "H", "H", "H", "H", "H", "C", "C", "C", "O", "C", "O", "O", "H", "H", "H", "H", "H", "H", "C", "C", "C", "C", "C", "C", "N", "O", "C", "C", "C", "H", "H", "H", "H", "H", "H", "H", "H", "H", "H", "H", "H", "H", "H", "H", "H", "H", "H", "H", "C", "C", "C", "C", "C", "C", "N", "O", "C", "C", "C", "H", "H", "H", "H", "H", "H", "H", "H", "H", "H", "H", "H", "H", "H", "H", "H", "H", "H", "H"], "xyz": [[0.027, 3.440, -6.485], [0.316, 2.664, -5.210], [1.775, 2.214, -5.015], [2.196, 2.809, -3.794], [1.227, 3.616, -3.304], [1.337, 4.278, -2.319], [0.148, 3.596, -4.100], [0.897, 4.017, -6.788], [-0.799, 4.116, -6.267], [-0.268, 2.762, -7.285], [-0.386, 1.859, -5.007], [2.401, 2.536, -5.848], [1.882, 1.131, -4.960], [5.229, -1.610, 2.285], [5.937, -1.517, 3.628], [5.101, -1.893, 4.859], [5.989, -2.702, 5.632], [7.046, -3.084, 4.875], [7.889, -3.832, 5.236], [6.976, -2.520, 3.652], [4.647, -2.527, 2.257], [5.974, -1.614, 1.494], [4.571, -0.744, 2.223], [6.412, -0.542, 3.754], [4.226, -2.486, 4.599], [4.847, -1.011, 5.440], [4.992, 1.610, -0.272], [4.804, 2.017, -1.718], [6.113, 2.229, -2.496], [5.902, 1.492, -3.704], [4.752, 0.800, -3.623], [4.296, 0.157, -4.511], [4.153, 0.950, -2.413], [4.050, 1.238, 0.135], [5.296, 2.440, 0.367], [5.732, 0.812, -0.176], [4.214, 2.937, -1.669], [6.931, 1.761, -1.948], [6.282, 3.279, -2.704], [1.348, -5.858, 1.027], [1.767, -5.013, -0.149], [3.072, -5.499, -0.820], [2.714, -5.708, -2.193], [1.401, -5.459, -2.379], [0.836, -5.506, -3.422], [0.810, -5.125, -1.211], [0.374, -5.524, 1.384], [2.031, -5.765, 1.874], [1.347, -6.915, 0.757], [1.869, -3.960, 0.099], [3.427, -6.439, -0.402], [3.847, -4.736, -0.795], [0.078, -0.330, -2.812], [1.172, 0.055, -1.865], [0.653, 0.735, -0.585], [1.346, 0.101, 0.474], [1.974, -0.997, -0.005], [2.565, -1.780, 0.675], [1.789, -1.138, -1.325], [-0.266, 0.533, -3.383], [-0.766, -0.761, -2.281], [0.466, -1.046, -3.540], [1.968, 0.674, -2.267], [-0.434, 0.740, -0.504], [0.933, 1.792, -0.670], [-1.260, -2.906, 0.077], [-2.648, -2.461, 0.543], [-3.764, -2.978, -0.344], [-4.065, -4.450, -0.127], [-4.450, -4.702, 1.328], [-3.440, -4.142, 2.328], [-2.942, -2.828, 1.914], [-1.920, -2.354, 2.778], [-4.136, -4.001, 3.683], [-2.306, -5.175, 2.461], [-2.706, -0.930, 0.439], [-1.039, -2.488, -0.908], [-1.160, -3.988, 0.033], [-0.487, -2.522, 0.748], [-4.691, -2.474, -0.041], [-3.570, -2.757, -1.393], [-3.155, -5.034, -0.340], [-4.759, -4.856, -0.864], [-4.487, -5.793, 1.401], [-5.474, -4.354, 1.494], [-4.310, -4.998, 4.093], [-3.550, -3.435, 4.406], [-5.121, -3.541, 3.595], [-2.661, -6.130, 2.848], [-1.901, -5.423, 1.474], [-1.458, -4.773, 3.016], [-1.859, -0.489, 0.981], [-3.579, -0.508, 0.941], [-2.660, -0.577, -0.593], [-2.410, -2.028, 3.538], [-2.221, 6.344, -1.001], [-2.803, 5.178, -0.230], [-1.663, 4.189, 0.069], [-1.957, 3.125, 1.105], [-2.582, 3.771, 2.344], [-3.808, 4.631, 2.037], [-3.399, 5.594, 1.030], [-4.433, 6.534, 0.809], [-5.012, 3.754, 1.648], [-4.152, 5.357, 3.329], [-3.815, 4.442, -1.144], [-2.963, 6.866, -1.615], [-1.432, 6.041, -1.688], [-1.815, 7.111, -0.332], [-1.421, 3.691, -0.881], [-0.710, 4.700, 0.260], [-1.064, 2.585, 1.420], [-2.674, 2.426, 0.659], [-1.808, 4.473, 2.685], [-2.767, 3.080, 3.164], [-4.773, 3.041, 0.866], [-5.436, 3.299, 2.543], [-5.823, 4.380, 1.261], [-4.999, 6.032, 3.202], [-4.414, 4.653, 4.122], [-3.307, 5.921, 3.732], [-3.773, 3.357, -1.035], [-3.602, 4.590, -2.209], [-4.838, 4.787, -0.996], [-4.008, 7.396, 0.836]], "e_homo_ev": -8.31, "e_above_lowest_kj_mol": 0.0, "e_tot_ev": -78296.2345, "smiles": "CC1(C)CCCC(C)(C)N1O.CC1(C)CCCC(C)(C)N1O.C[C@H]1COC(=O)O1.C[C@H]1COC(=O)O1.C[C@H]1COC(=O)O1.C[C@H]1COC(=O)O1.C[C@H]1COC(=O)O1", "lumo_ev": 0.3}

=====

{"formula": "C4H7BrO", "method": "ωB97M-V with the def2-TZVPD basis set", "species": ["C", "C", "C", "C", "O", "Br", "H", "H", "H", "H", "H", "H", "H"], "xyz": [[0.332, -0.794, -0.691], [-2.317, -1.150, -0.103], [1.168, 0.928, 0.938], [1.120, 0.489, -0.452], [-0.967, -0.832, -0.271], [-3.332, 0.383, 0.324], [0.640, -1.565, -1.299], [-2.770, -2.064, -0.470], [0.212, 0.916, 1.288], [1.584, 1.883, 0.906], [1.787, 0.275, 1.654], [2.027, 0.262, -0.933], [0.514, 1.268, -0.892]], "e_homo_ev": [-7.68, -7.37], "e_above_lowest_kj_mol": 461.3, "e_tot_ev": -76346.4448, "lumo_ev": [0.6, 0.5]}

=====

{"formula": "C25H29N5O4", "method": "ωB97M-V with the def2-TZVPD basis set", "species": ["O", "C", "N", "H", "C", "C", "C", "C", "C", "C", "C", "C", "H", "H", "H", "H", "H", "H", "H", "H", "C", "O", "O", "H", "C", "H", "H", "C", "C", "C", "H", "C", "N", "C", "O", "N", "C", "N", "C", "C", "C", "C", "C", "C", "N", "C", "H", "H", "C", "H", "H", "H", "H", "H", "H", "H", "H", "H", "H", "H", "H", "H", "H"], "xyz": [[1.946, 1.968, -2.285], [2.184, 1.374, -1.236], [1.342, 0.478, -0.704], [1.530, 0.110, 0.220], [0.162, -0.066, -1.358], [0.502, -0.735, -2.706], [-0.700, -1.504, -3.179], [-0.982, -2.749, -2.630], [-2.115, -3.444, -3.011], [-2.980, -2.899, -3.945], [-2.705, -1.660, -4.497], [-1.572, -0.965, -4.114], [-1.365, 0.005, -4.542], [-3.378, -1.230, -5.224], [-3.866, -3.440, -4.242], [-2.323, -4.411, -2.578], [-0.309, -3.176, -1.898], [0.794, 0.019, -3.439], [1.347, -1.409, -2.546], [-0.237, -0.840, -0.698], [-0.966, 0.962, -1.573], [-2.076, 0.745, -1.160], [-0.651, 2.042, -2.247], [0.334, 2.089, -2.450], [3.482, 1.576, -0.486], [4.072, 0.662, -0.601], [4.018, 2.388, -0.980], [3.313, 1.891, 1.001], [2.562, 3.202, 1.230], [2.396, 3.507, 2.728], [2.901, 2.734, 3.313], [0.934, 3.564, 3.160], [0.235, 2.360, 2.777], [-1.076, 2.376, 2.466], [-1.795, 3.348, 2.490], [-1.574, 1.121, 2.110], [-0.889, -0.029, 1.911], [0.374, -0.371, 1.967], [0.365, -1.715, 1.615], [1.422, -2.601, 1.478], [1.132, -3.891, 1.071], [-0.172, -4.299, 0.804], [-1.244, -3.432, 0.934], [-0.963, -2.142, 1.340], [-1.735, -1.031, 1.557], [-3.096, -0.587, 1.420], [-3.444, -0.734, 0.394], [-3.752, -1.122, 2.113], [-2.980, 0.917, 1.757], [-3.610, 1.216, 2.597], [-3.224, 1.538, 0.892], [-2.254, -3.743, 0.719], [-0.351, -5.315, 0.485], [1.937, -4.601, 0.956], [2.434, -2.290, 1.685], [0.731, 1.478, 2.770], [0.415, 4.401, 2.687], [0.879, 3.706, 4.248], [2.861, 4.460, 2.980], [3.104, 4.011, 0.738], [1.579, 3.140, 0.760], [4.308, 1.967, 1.448], [2.789, 1.077, 1.506]], "e_homo_ev": -8.34, "e_above_lowest_kj_mol": 0.0, "e_tot_ev": -42039.8844, "smiles": "O=C(CCCCCNC(=O)N1CCn2c1nc1ccccc12)N[C@H](Cc1ccccc1)C(=O)O", "lumo_ev": 0.7}

=====

{"formula": "C19H22Cl2FeNS", "method": "ωB97M-V with the def2-TZVPD basis set", "species": ["Fe", "S", "C", "C", "C", "C", "C", "C", "N", "C", "C", "C", "C", "C", "C", "C", "H", "H", "H", "H", "H", "H", "H", "H", "Cl", "C", "Cl", "H", "H", "C", "C", "C", "C", "H", "H", "H", "H", "H", "H", "H", "H", "H", "C", "H", "H", "H"], "xyz": [[-1.326, 0.638, 0.603], [2.833, 0.254, 2.627], [2.899, -1.184, 1.644], [3.967, -2.036, 1.423], [3.762, -3.161, 0.645], [2.510, -3.429, 0.099], [1.448, -2.575, 0.306], [1.629, -1.426, 1.076], [0.682, -0.494, 1.387], [1.127, 0.416, 2.220], [0.267, 1.394, 2.822], [0.760, 2.432, 3.622], [-0.122, 3.268, 4.271], [-1.493, 3.096, 4.121], [-1.981, 2.130, 3.254], [-1.126, 1.260, 2.587], [4.932, -1.830, 1.857], [4.574, -3.850, 0.473], [2.366, -4.325, -0.486], [0.477, -2.795, -0.106], [1.827, 2.585, 3.708], [0.254, 4.067, 4.891], [-2.178, 3.734, 4.660], [-3.051, 2.047, 3.101], [-4.386, 2.165, -1.952], [-3.502, 0.635, -1.922], [-3.523, -0.051, -0.277], [-2.450, 0.815, -2.172], [-3.984, -0.072, -2.595], [0.320, -0.435, -4.194], [0.072, -1.276, -2.939], [-1.007, -2.330, -3.199], [-0.263, -0.436, -1.765], [0.617, -1.073, -5.023], [1.104, 0.299, -4.023], [-0.587, 0.095, -4.474], [1.013, -1.813, -2.720], [-1.960, -1.848, -3.405], [-1.132, -2.981, -2.335], [-0.740, -2.944, -4.056], [0.366, 0.412, -1.543], [-0.760, -0.946, -0.940], [-1.103, 2.618, -0.251], [-1.946, 3.229, 0.080], [-0.996, 2.725, -1.331], [-0.195, 2.994, 0.234]], "s_squared": 8.769, "e_homo_ev": [-7.11, -7.90], "e_tot_ev": -91813.6792, "lumo_ev": [0.1, -0.5], "spin_multiplicity": 6}